# 1
The following is a DFT calculation (ωB97M-V/def2-TZVPD) of C13H32ClGdINOP2 as an isolated structure in a non-equilibrium geometry.

Each line ends with the Löwdin spin population.
Positions of all 52 atoms, in Å:
H1 -1.24332 1.38762 3.85052  0.000
O1 -0.80067 0.46241 -0.40757  -0.018
H2 -0.74169 -4.89739 0.42860  0.003
H3 1.55570 -3.97069 -2.05850  0.000
H4 1.39345 4.40736 -1.11291  0.002
N1 -1.12203 0.99708 1.79722  0.001
H5 -4.96849 1.47006 0.28934  0.000
H6 -3.12336 -0.21452 3.09319  0.000
H7 -3.51169 1.07607 4.24866  0.000
P1 -0.24557 -2.83839 -0.90697  0.060
C1 -3.22588 0.88172 3.19671  0.000
H8 -4.10725 -0.02765 0.71531  0.000
H9 -2.55015 -3.48531 -1.62319  0.003
C2 0.51281 -3.74606 -2.31204  0.010
H10 -2.02920 -1.89956 -2.24322  0.000
H11 -2.96455 1.68140 -0.89600  0.000
H12 0.44132 3.12395 -1.90542  0.000
H13 3.43882 3.62982 0.97452  0.002
H14 3.75984 1.90267 1.22975  0.000
H15 -2.00836 2.63839 2.84892  0.000
H16 3.86152 3.25775 -1.99201  0.002
H17 2.22540 2.61418 1.78117  0.000
C3 -4.33160 1.42427 2.30330  0.000
H18 -2.74134 2.72401 0.52015  0.000
Gd1 1.08442 -0.38759 -1.20341  6.821
H19 -4.42403 2.51434 2.43793  0.000
C4 0.94369 3.40913 -0.97119  0.006
H20 -5.28474 0.98999 2.62424  0.000
I1 3.88476 -2.12153 -0.70492  -0.005
H21 0.49568 -3.10048 -3.20245  0.000
C5 -0.23466 -3.93005 0.55868  0.012
Cl1 1.03764 -0.19590 -3.62924  0.050
H22 2.96895 1.96071 -2.85538  0.000
C6 5.77932 -3.09764 -1.38528  -0.005
P2 2.19024 2.11556 -0.56643  0.030
C7 -4.10817 1.06874 0.84145  0.000
H23 0.21122 3.46324 -0.15861  0.000
H24 -0.71965 -3.39460 1.37572  0.000
H25 -0.17940 0.64549 1.98227  0.000
H26 5.74521 -3.13057 -2.46991  0.000
C8 2.98303 2.62985 0.99712  0.006
C9 -2.00211 -2.56315 -1.36934  0.010
C10 -2.83017 1.67192 0.20002  0.000
H27 4.25440 1.53955 -1.68324  0.000
H28 0.80435 -4.12119 0.82233  0.000
C11 -1.86571 1.54720 2.95679  0.000
H29 -0.00952 -4.68849 -2.53695  0.003
H30 6.59875 -2.48385 -1.02294  0.000
H31 5.81060 -4.09428 -0.95080  0.000
C12 3.44306 2.24244 -1.90422  0.006
H32 -2.50840 -2.07603 -0.52792  0.000
C13 -1.54246 0.98800 0.52615  0.001

Output
Calculated total energy, Ha: -2850.36769
Spin multiplicity: 8
Gap between HOMO and LUMO (alpha / beta), eV: 8.696 / 5.864
Net charge: +2

=====

# 2
The following is a DFT calculation (ωB97M-V/def2-TZVPD) of a 8-piece molecular cluster, C28H40ClN2O14 overall in a non-equilibrium geometry.

Each line ends with the Löwdin charge.
Positions of all 85 atoms, in Å:
C1 -23.20723 8.44041 13.40323  -0.155
O1 -25.87599 10.81252 13.00289  0.024
H1 -16.87030 7.72901 26.58057  0.103
H2 -24.68205 7.22629 14.52825  0.128
C2 -16.56412 7.23612 11.86294  -0.029
O2 -20.15426 1.01730 14.53245  0.106
C3 -25.08364 9.84617 13.32866  -0.417
H3 -17.89044 3.12903 26.45269  0.114
H4 -11.73301 3.09437 18.55789  0.081
H5 -22.32736 8.87451 13.87808  0.121
H6 -18.28731 1.31912 13.54514  0.128
H7 -12.60026 2.83240 21.27823  0.101
C4 -16.92735 7.65659 14.29602  -0.195
C5 -12.70463 3.26310 18.99821  -0.104
C6 -14.99993 7.77159 25.23503  -0.133
H8 -14.11751 7.42702 23.23668  0.091
O3 -21.02039 4.12246 21.02784  -0.381
H9 -18.05190 7.37812 24.59048  0.150
C7 -20.94547 2.51937 27.58557  -0.462
H10 -16.72249 7.39469 22.45136  0.117
H11 -26.17973 9.57636 18.91774  0.132
H12 -16.03308 4.00983 19.31511  0.107
C8 -16.28787 7.71099 25.67125  -0.134
C9 -20.36629 0.91028 15.71896  -0.598
H13 -23.50616 10.13226 12.06562  0.137
C10 -16.27987 7.43429 23.43570  -0.144
C11 -13.89181 3.66115 18.35473  -0.136
H14 -25.75051 9.60680 21.37316  0.119
C12 -17.14847 8.61045 12.22727  -0.452
O4 -27.16868 7.73087 19.14845  0.023
H15 -25.14730 8.23930 19.56972  0.137
H16 -17.77728 7.33073 14.89563  0.137
C13 -24.16424 8.18469 14.56622  -0.166
H17 -17.47242 5.88412 13.41139  0.113
C14 -18.67525 2.96093 27.19020  -0.162
C15 -18.33215 1.92296 15.58594  -0.194
H18 -18.39554 0.82722 26.96912  0.124
O5 -20.19937 1.43797 27.97249  0.000
C16 -24.01695 9.26418 12.48231  -0.110
C17 -27.51275 7.05236 20.30132  -0.397
H19 -16.07943 7.73808 14.97609  0.136
H20 -20.40060 4.27752 26.57549  0.121
C18 -14.98296 3.76157 19.27010  -0.088
H21 -24.41779 8.62439 11.69612  0.137
Cl1 -21.34086 5.36871 20.39592  0.526
H22 -19.99129 2.80706 16.53266  0.157
H23 -17.63247 1.08746 15.60815  0.138
C19 -18.93792 1.79978 14.27573  -0.128
O6 -17.66593 9.40901 11.43118  0.075
H24 -14.03022 3.75629 17.28787  0.075
H25 -19.27557 1.37720 17.41035  0.145
O7 -22.52581 5.21605 19.63353  -0.379
C20 -14.99627 7.49449 23.86088  -0.136
O8 -25.05601 9.24819 14.51468  0.050
O9 -20.31654 5.89221 19.58778  -0.384
H26 -18.21544 1.48330 28.60635  0.119
H27 -17.85754 2.90122 15.66243  0.131
C21 -16.71937 6.66051 13.27636  -0.212
C22 -26.14816 8.66809 19.51954  -0.181
O10 -17.19990 8.78509 13.53524  0.061
H28 -27.37884 9.68357 20.91539  0.120
H29 -26.00699 7.07326 21.88602  0.135
C23 -26.52699 9.00366 20.90265  -0.192
H30 -14.08057 7.90105 25.78676  0.088
O11 -28.42761 6.16809 20.27982  0.038
O12 -21.55196 6.33998 21.37309  -0.384
H31 -15.88863 5.98875 13.49249  0.115
H32 -20.11988 2.87867 25.54093  0.135
H33 -23.72770 8.13131 15.56357  0.133
H34 -17.21688 6.72097 11.15822  0.126
N1 -17.05548 7.53463 24.53794  -0.004
H35 -18.41973 3.53183 28.08288  0.115
H36 -15.50029 7.26825 11.62769  0.124
C24 -19.48711 1.84434 16.44851  -0.085
O13 -21.23054 0.09645 16.10747  0.069
C25 -20.08988 3.23275 26.57138  -0.050
N2 -14.40729 3.34993 20.45021  -0.035
C26 -26.86268 7.64927 21.53373  -0.058
H37 -19.32027 2.66640 13.73640  0.131
C27 -13.10186 3.04475 20.34565  -0.150
H38 -27.65292 7.55248 22.27821  0.124
C28 -18.78630 1.55474 27.68054  -0.173
H39 -22.84614 7.61146 12.79450  0.117
O14 -22.06954 2.65132 28.01450  0.118
H40 -14.84477 3.16287 21.34112  0.149

Output
Calculated total energy, Ha: -2713.68779
Spin multiplicity: 1
Energy relative to the best compared isomer or geometry (same formula, charge and spin), kJ/mol: 586.3
Gap between HOMO and LUMO, eV: 7.690
Net charge: -1